Formula: C4H11ClFFePd
Source: the Open Molecules 2025 dataset
Level of theory: ωB97M-V/def2-TZVPD

Element x y z (Å)
H1 1.3520 -2.0846 -0.5080
H2 1.6053 0.0142 0.2373
H3 1.7402 -1.3147 -2.0785
H4 -0.2394 2.2094 -0.9967
C1 0.9348 -1.7486 -1.4680
H5 -0.7924 1.7330 -2.6335
Cl1 -2.1573 -0.9424 -2.6160
H6 -1.7723 0.7883 2.0326
Fe1 -0.5326 -0.4063 -1.2989
H7 0.4893 -2.5939 -2.0150
C2 0.5290 0.1986 0.3745
C3 -0.1085 1.4839 -1.8071
H8 -0.2247 1.6088 2.5584
F1 -0.2832 -2.0400 3.4246
C4 -0.8753 0.7302 2.6682
H9 0.4419 1.2409 0.7148
H10 0.9286 1.5499 -2.1658
H11 -1.1115 0.5051 3.7188
Pd1 0.0762 -0.9318 1.8583

Summary:
* maximum force: 2.51 eV Å⁻¹
* HOMO level (alpha / beta): 2.62 / -0.63 eV
* net charge: -2
* E_LUMO (alpha / beta): 5.84 / 5.74 eV
* orbital gap (alpha / beta): 3.22 / 6.38 eV
* 2S+1: 8